Entry 1:
{
  "formula": "C7H7MnNO6P2",
  "method": "ωB97M-V/def2-TZVPD",
  "s2": 8.758,
  "gap_ev": [3.60, 3.78],
  "homo_energy_ha": [-0.568, -0.567],
  "charge": 2,
  "spin_multiplicity": 6,
  "species": ["C", "C", "O", "P", "O", "O", "C", "C", "C", "N", "C", "C", "O", "P", "O", "O", "H", "H", "H", "H", "H", "H", "H", "Mn"],
  "coordinates": [[-2.899, 0.428, -1.964], [-2.471, -0.170, -1.046], [-2.021, -0.641, 0.132], [-0.728, 0.244, 0.654], [0.104, 0.679, -0.452], [0.183, -0.793, 1.610], [1.147, -1.415, 0.772], [2.491, -1.035, 0.765], [3.373, -1.672, -0.119], [3.127, -2.631, -1.006], [1.846, -2.980, -0.924], [0.838, -2.456, -0.107], [-1.153, 1.624, 1.501], [-1.418, 2.811, 0.232], [-0.107, 3.707, 0.094], [-2.639, 3.730, 0.737], [-3.519, 0.993, -2.642], [2.852, -0.253, 1.434], [4.417, -1.337, -0.082], [1.547, -3.792, -1.599], [-0.183, -2.839, -0.181], [0.085, 3.914, -0.841], [-3.079, 4.100, -0.053], [-1.879, -0.242, 3.007]],
  "atomic_forces_ev_per_a": [[-1.55, 1.30, -1.48], [0.41, -0.77, 2.23], [0.63, 0.26, 1.07], [3.61, 0.73, -2.68], [-0.27, 0.13, -0.13], [-3.44, 1.92, 0.73], [2.68, -2.22, -1.90], [-0.90, 0.47, 0.70], [1.78, 0.84, 0.35], [-1.49, 0.84, 1.42], [-0.92, -1.49, -1.17], [-0.63, 0.65, 0.70], [-0.70, -3.09, 1.68], [-0.75, 1.35, -3.30], [-0.88, -0.24, 0.99], [1.09, -0.56, 0.65], [0.56, -0.40, -0.20], [0.04, -0.22, -0.29], [-0.40, -0.04, 0.03], [0.04, 0.31, 0.25], [0.36, -0.06, -0.09], [0.28, -0.12, 0.19], [-0.11, 0.13, 0.32], [0.57, 0.27, -0.04]],
  "lowdin_spin": [0.015, 0.004, 0.008, -0.010, 0.007, 0.017, 0.003, 0.003, 0.000, 0.003, 0.000, 0.003, 0.018, 0.029, 0.008, 0.009, 0.000, 0.000, 0.000, 0.000, 0.000, 0.001, 0.001, 4.883]
}

***

Entry 2:
{
  "formula": "C55H70N8O5",
  "method": "ωB97M-V/def2-TZVPD",
  "gap_ev": 9.56,
  "homo_energy_ha": -0.335,
  "species": ["N", "C", "C", "C", "C", "C", "H", "H", "H", "H", "H", "N", "C", "C", "C", "C", "C", "H", "H", "H", "H", "H", "N", "C", "C", "C", "C", "C", "H", "H", "H", "H", "H", "N", "C", "C", "C", "C", "C", "H", "H", "H", "H", "H", "N", "C", "C", "C", "C", "C", "H", "H", "H", "H", "H", "N", "C", "C", "C", "C", "C", "H", "H", "H", "H", "H", "N", "C", "C", "C", "C", "C", "H", "H", "H", "H", "H", "N", "C", "C", "C", "C", "C", "H", "H", "H", "H", "H", "C", "C", "O", "C", "H", "H", "H", "H", "H", "H", "C", "C", "O", "C", "H", "H", "H", "H", "H", "H", "C", "C", "O", "C", "H", "H", "H", "H", "H", "H", "C", "C", "O", "C", "H", "H", "H", "H", "H", "H", "C", "C", "O", "C", "H", "H", "H", "H", "H", "H"],
  "coordinates": [[-3.843, 3.006, -2.315], [-3.724, 4.188, -1.635], [-4.631, 5.264, -1.868], [-5.535, 5.197, -2.968], [-5.644, 3.968, -3.641], [-4.759, 2.924, -3.314], [-3.015, 4.235, -0.821], [-4.517, 6.148, -1.259], [-6.181, 6.015, -3.251], [-6.372, 3.754, -4.410], [-4.717, 1.933, -3.742], [0.989, -3.703, -2.158], [1.582, -4.940, -2.384], [2.480, -5.069, -3.412], [2.948, -3.934, -4.062], [2.383, -2.699, -3.794], [1.410, -2.592, -2.817], [1.312, -5.769, -1.747], [2.850, -6.044, -3.693], [3.666, -3.948, -4.868], [2.718, -1.815, -4.315], [0.927, -1.672, -2.522], [-2.497, -0.694, -3.416], [-1.953, 0.535, -3.660], [-1.177, 0.848, -4.778], [-0.966, -0.104, -5.783], [-1.496, -1.356, -5.553], [-2.210, -1.613, -4.395], [-2.193, 1.320, -2.958], [-0.944, 1.891, -4.936], [-0.440, 0.098, -6.704], [-1.334, -2.111, -6.308], [-2.625, -2.592, -4.203], [-2.348, 2.281, 5.286], [-3.345, 2.557, 4.391], [-4.414, 3.406, 4.627], [-4.423, 4.095, 5.840], [-3.462, 3.819, 6.801], [-2.432, 2.934, 6.458], [-3.288, 1.966, 3.488], [-5.143, 3.613, 3.857], [-5.198, 4.815, 6.056], [-3.363, 4.326, 7.749], [-1.605, 2.864, 7.149], [-1.931, -4.059, 1.609], [-1.870, -3.200, 0.583], [-1.884, -3.568, -0.764], [-2.158, -4.894, -1.045], [-2.363, -5.829, -0.024], [-2.182, -5.375, 1.292], [-1.700, -2.155, 0.797], [-1.691, -2.806, -1.506], [-2.191, -5.109, -2.103], [-2.719, -6.812, -0.296], [-2.343, -6.030, 2.135], [1.761, 1.452, 7.150], [2.937, 0.978, 7.617], [3.735, 0.103, 6.880], [3.279, -0.250, 5.604], [2.126, 0.295, 5.090], [1.351, 1.053, 5.928], [3.268, 1.350, 8.575], [4.697, -0.203, 7.262], [3.873, -0.703, 4.824], [1.878, 0.184, 4.045], [0.425, 1.538, 5.656], [0.384, -0.225, 1.883], [0.531, -0.482, 0.547], [-0.208, 0.181, -0.437], [-1.297, 0.969, -0.032], [-1.468, 1.279, 1.328], [-0.614, 0.619, 2.262], [1.306, -1.173, 0.250], [-0.066, 0.073, -1.502], [-1.948, 1.351, -0.804], [-2.295, 1.916, 1.606], [-0.741, 0.734, 3.328], [2.413, -6.519, 1.365], [3.558, -6.672, 2.119], [4.289, -5.567, 2.583], [3.762, -4.260, 2.361], [2.552, -4.056, 1.648], [1.951, -5.239, 1.132], [3.940, -7.658, 2.338], [5.228, -5.689, 3.102], [4.311, -3.401, 2.719], [2.101, -3.096, 1.445], [1.020, -5.129, 0.596], [1.926, 3.032, 1.680], [3.075, 2.631, 0.761], [3.337, 3.423, -0.115], [3.853, 1.348, 1.067], [1.751, 4.106, 1.623], [2.274, 2.782, 2.683], [0.991, 2.525, 1.445], [4.101, 0.977, 0.073], [3.315, 0.616, 1.670], [4.814, 1.656, 1.479], [5.105, -4.228, -1.310], [5.631, -3.050, -0.547], [6.678, -3.105, 0.136], [4.869, -1.754, -0.735], [5.142, -3.985, -2.372], [4.079, -4.428, -1.001], [5.677, -5.153, -1.242], [4.377, -1.652, -1.702], [5.528, -0.912, -0.527], [4.096, -1.827, 0.031], [2.513, 2.048, -4.089], [3.136, 0.906, -3.247], [2.622, 0.433, -2.239], [4.592, 0.474, -3.571], [2.742, 1.896, -5.144], [2.983, 2.992, -3.814], [1.431, 2.080, -3.963], [5.183, 1.288, -3.991], [4.514, -0.314, -4.320], [5.150, 0.209, -2.673], [0.094, 3.850, -1.459], [-0.320, 4.738, -2.602], [-0.470, 4.315, -3.786], [-0.594, 6.214, -2.288], [0.816, 4.275, -0.762], [0.503, 2.965, -1.947], [-0.776, 3.512, -0.896], [-1.103, 6.609, -3.167], [0.339, 6.775, -2.225], [-1.219, 6.325, -1.402], [-7.341, 0.694, 1.454], [-5.864, 0.914, 1.472], [-5.387, 1.896, 2.023], [-4.987, -0.119, 0.744], [-7.586, -0.349, 1.656], [-7.738, 0.832, 0.449], [-7.888, 1.429, 2.044], [-5.572, -1.033, 0.642], [-3.989, -0.280, 1.152], [-4.880, 0.160, -0.305]],
  "atomic_forces_ev_per_a": [[0.15, 1.69, 0.06], [-2.59, -0.55, -1.30], [0.83, -0.80, -1.21], [0.67, -1.40, 1.04], [0.94, -0.32, 0.28], [0.74, 0.68, 1.83], [0.13, -0.06, 0.01], [-0.16, 0.17, -0.09], [0.00, 0.11, 0.20], [-0.06, 0.39, -0.14], [-0.58, 0.07, -0.57], [1.04, -0.71, 0.45], [-1.03, 2.98, -0.48], [0.78, -0.33, -0.21], [-0.76, 0.51, -0.61], [0.36, 0.34, 0.21], [-0.52, -2.49, 0.64], [-0.35, 0.03, 0.00], [0.20, -0.09, 0.12], [0.19, -0.47, 0.03], [0.06, 0.04, -0.07], [0.00, 0.14, -0.19], [1.45, 0.32, -1.86], [-0.28, -1.21, -0.16], [-0.63, 0.06, -0.62], [-0.30, 0.44, 1.16], [0.23, -0.25, -0.24], [-0.63, 0.83, 1.39], [-0.05, 0.04, 0.15], [0.43, 0.09, 0.15], [0.07, 0.21, 0.03], [-0.18, -0.33, 0.15], [-0.01, -0.19, -0.10], [-1.05, 1.07, -0.03], [0.67, -1.03, 0.96], [0.73, 0.52, 0.31], [-0.28, -0.24, 0.39], [0.73, -0.27, -0.81], [-0.24, 0.28, -0.60], [-0.12, 0.18, -0.18], [-0.03, -0.20, 0.00], [-0.13, 0.07, -0.04], [-0.38, 0.11, 0.02], [0.18, -0.52, 0.05], [-0.57, -1.22, -0.94], [0.66, -0.48, -0.05], [-0.26, -0.25, 1.21], [0.18, 0.47, -0.37], [0.14, 1.18, 0.10], [-0.30, 1.35, -0.53], [-0.02, 0.15, 0.44], [-0.14, -0.14, -0.20], [-0.18, -0.68, -0.04], [0.27, -0.22, 0.35], [0.21, -0.10, 0.09], [0.50, -0.77, 0.23], [-0.65, -0.10, -1.04], [-0.55, 0.07, -0.38], [0.86, 0.84, -0.46], [-0.33, -0.18, 0.04], [0.08, 1.52, 1.36], [-0.05, 0.03, 0.14], [0.00, -0.18, -0.02], [0.55, -0.66, 0.54], [-0.26, -0.31, -0.03], [-0.24, -0.26, -0.46], [-1.05, 0.09, -1.01], [-0.24, 1.52, 0.70], [-0.98, -0.16, 0.80], [1.00, 0.11, 0.71], [0.64, -1.46, -0.34], [0.25, -0.18, -1.59], [0.19, -0.10, 0.13], [0.31, -0.38, 0.03], [-0.21, 0.28, 0.10], [0.04, 0.00, 0.33], [0.00, 0.25, 0.14], [0.67, 1.38, 0.61], [-0.92, 2.01, -0.94], [-1.45, 0.89, -0.63], [-0.48, -0.62, -0.52], [1.11, -2.45, 0.11], [1.24, -0.64, 1.43], [-0.34, -0.28, -0.26], [-0.02, -0.04, 0.07], [0.10, 0.06, 0.12], [0.09, 0.09, 0.17], [-0.09, -0.30, -0.25], [0.64, -0.30, 0.28], [-1.25, 0.82, 0.82], [0.90, -0.64, -0.65], [-0.05, 0.96, -1.30], [0.15, -0.06, -0.13], [-0.52, -0.09, 0.31], [0.14, -0.28, 0.09], [-0.08, -0.48, 0.07], [0.08, 0.20, -0.01], [-0.07, -0.11, 0.43], [0.13, -0.40, -0.12], [2.99, -0.09, 0.78], [-2.64, 0.20, -1.43], [0.30, -0.54, 0.47], [-0.41, 0.25, -0.05], [-0.16, 0.06, -0.22], [0.19, 0.21, 0.60], [0.04, -0.17, 0.11], [-0.13, -0.05, 0.06], [-0.30, 0.39, 0.06], [0.18, -1.31, 0.19], [0.85, 0.57, 1.43], [-0.09, 0.52, -1.46], [-0.63, 0.90, -0.18], [0.02, -0.07, -0.08], [-0.05, -0.02, 0.26], [0.12, 0.14, 0.14], [-0.30, 0.15, -0.39], [0.37, -0.22, 0.13], [-0.48, -0.51, -0.08], [0.10, -0.62, -0.90], [-0.61, -0.03, -2.63], [0.59, 0.99, 3.70], [-0.17, -0.67, -1.09], [-0.03, 0.19, -0.20], [0.21, -0.18, 0.37], [-0.15, 0.20, 0.02], [-0.19, 0.09, 0.14], [0.09, -0.14, 0.44], [0.25, 0.08, 0.10], [-0.59, -0.06, -0.56], [1.27, 0.65, 0.15], [-0.22, -0.80, -0.47], [-1.05, 0.10, -0.21], [-0.07, 0.10, 0.47], [0.28, 0.05, -0.40], [0.25, -0.31, 0.38], [0.32, -0.34, 0.40], [-0.27, 0.10, 0.21], [0.16, 0.52, -0.08]],
  "lowdin_charge": [0.045, -0.126, -0.051, -0.059, -0.066, -0.132, 0.087, 0.092, 0.098, 0.096, 0.096, 0.081, -0.122, -0.091, -0.090, -0.080, -0.126, 0.098, 0.106, 0.108, 0.086, 0.079, 0.076, -0.159, -0.065, -0.069, -0.093, -0.147, 0.057, 0.087, 0.105, 0.101, 0.094, 0.059, -0.136, -0.067, -0.081, -0.074, -0.154, 0.064, 0.089, 0.100, 0.097, 0.097, 0.061, -0.159, -0.087, -0.099, -0.071, -0.137, 0.079, 0.075, 0.097, 0.094, 0.093, 0.048, -0.152, -0.066, -0.081, -0.086, -0.146, 0.095, 0.095, 0.097, 0.072, 0.080, 0.061, -0.144, -0.069, -0.085, -0.060, -0.130, 0.084, 0.072, 0.074, 0.080, 0.087, 0.049, -0.140, -0.066, -0.070, -0.053, -0.143, 0.092, 0.094, 0.093, 0.078, 0.076, -0.015, -0.472, 0.045, -0.003, 0.081, 0.078, 0.055, 0.053, 0.068, 0.093, -0.020, -0.458, 0.027, -0.021, 0.075, 0.069, 0.090, 0.055, 0.083, 0.077, 0.000, -0.425, 0.025, -0.015, 0.079, 0.094, 0.048, 0.078, 0.073, 0.062, -0.010, -0.430, 0.006, -0.023, 0.078, 0.072, 0.062, 0.078, 0.085, 0.075, -0.029, -0.456, 0.037, -0.003, 0.084, 0.088, 0.086, 0.074, 0.069, 0.082]
}

***

Entry 3:
{
  "formula": "C17H19N5O2Re",
  "method": "ωB97M-V/def2-TZVPD",
  "s2": 3.775,
  "gap_ev": [7.47, 3.85],
  "homo_energy_ha": [-0.791, -0.789],
  "charge": 4,
  "spin_multiplicity": 4,
  "species": ["N", "C", "C", "H", "H", "H", "N", "C", "C", "H", "H", "H", "N", "C", "C", "H", "H", "H", "Re", "C", "O", "C", "O", "C", "C", "C", "C", "C", "C", "H", "H", "H", "H", "H", "H", "N", "C", "C", "N", "C", "H", "H", "H", "H"],
  "coordinates": [[-0.486, 2.321, -0.433], [-0.098, 3.421, -0.405], [0.169, 4.821, -0.298], [-0.782, 5.376, -0.330], [0.801, 5.134, -1.140], [0.694, 5.016, 0.649], [1.650, -1.098, -0.834], [2.598, -1.704, -1.154], [3.800, -2.483, -1.146], [4.509, -2.066, -1.868], [3.574, -3.514, -1.441], [4.240, -2.469, -0.142], [-2.305, -0.539, -0.415], [-3.165, -1.323, -0.405], [-4.362, -2.107, -0.311], [-4.209, -2.914, 0.419], [-4.586, -2.546, -1.292], [-5.200, -1.465, -0.002], [0.175, -0.124, -0.226], [-0.033, -1.697, 0.881], [-0.063, -2.622, 1.599], [1.524, 0.757, 0.835], [2.349, 1.189, 1.543], [0.633, 1.266, -2.722], [-0.767, 1.327, -2.647], [-1.519, 0.167, -2.654], [-0.889, -1.084, -2.740], [0.482, -1.142, -2.946], [1.250, 0.043, -2.936], [1.224, 2.179, -2.674], [-1.280, 2.281, -2.638], [-2.599, 0.245, -2.649], [-1.480, -1.997, -2.711], [0.953, -2.106, -3.123], [2.324, 0.010, -3.102], [-1.774, 2.010, 3.099], [-2.539, 0.858, 3.145], [-1.996, -0.029, 2.256], [-0.960, 0.622, 1.615], [-0.785, 1.809, 2.191], [-1.808, 2.843, 3.688], [-3.353, 0.706, 3.810], [-2.296, -1.038, 2.047], [0.009, 2.531, 2.028]],
  "atomic_forces_ev_per_a": [[1.31, 1.20, 1.00], [-1.40, -1.42, 0.16], [0.43, 0.62, -0.15], [0.22, -0.12, 0.00], [-0.07, 0.13, 0.19], [-0.08, 0.13, -0.26], [5.01, -3.20, -1.25], [-1.14, 0.63, 2.47], [0.38, -0.16, -0.77], [0.11, -0.10, 0.00], [0.03, -0.02, -0.01], [-0.11, 0.06, -0.03], [-0.29, -1.58, 0.76], [0.50, 1.64, 0.24], [-0.33, -0.61, -0.18], [-0.16, 0.08, -0.17], [-0.08, -0.02, 0.17], [0.22, -0.14, -0.09], [-4.54, 2.81, -1.15], [0.90, -4.97, 4.09], [-0.19, 4.06, -3.34], [4.83, 1.16, 3.92], [-3.58, -1.46, -3.16], [0.25, 0.08, -0.03], [-0.89, -0.46, -0.89], [0.06, 1.00, -0.85], [0.04, -0.29, -0.07], [0.04, 0.31, -0.99], [-0.25, -0.19, -0.96], [-0.05, -0.20, -0.20], [0.10, -0.16, -0.07], [0.16, -0.04, -0.04], [0.15, 0.12, -0.18], [-0.11, 0.17, 0.02], [-0.20, 0.01, 0.02], [-0.49, -1.13, 0.20], [0.24, 3.33, 2.04], [2.51, 0.41, -2.52], [-0.94, -1.33, 0.39], [-1.18, 0.01, 0.80], [-0.47, -0.17, 0.22], [-0.70, 0.12, 0.63], [-0.05, -0.11, 0.06], [-0.19, -0.25, 0.02]],
  "lowdin_spin": [0.059, 0.015, 0.002, 0.000, 0.000, 0.000, 0.030, 0.115, 0.023, 0.005, 0.006, 0.005, 0.055, 0.010, 0.001, 0.000, 0.000, 0.000, 1.237, 0.018, 0.040, 0.022, 0.044, 0.057, 0.006, 0.008, 0.059, 0.057, 0.056, 0.001, 0.000, 0.000, 0.001, 0.004, 0.004, 0.039, 0.339, 0.310, 0.111, 0.236, -0.001, 0.010, 0.007, 0.004]
}